Arrangement A

ORCA calculation (ωB97M-V with the def2-TZVPD basis set) on a 2-piece molecular cluster, C3H9N2 overall.

Output
2S+1: 1
frontier orbital gap: 8.6261 eV
LUMO level: -0.192 hartree
net charge: +1

Atoms and positions in Å:
H 2.2991 0.3691 -0.5305
H 1.2622 0.3255 -3.2473
N 1.1197 0.3123 -2.2370
H -1.0560 -1.3202 2.0430
C 2.2775 0.2187 -1.6365
H -0.6613 1.2245 0.6784
C -1.8761 -0.2463 -0.0188
H -1.0549 0.2753 2.9098
H -2.2048 0.3421 -0.8451
H 0.4573 -0.3929 2.0554
H 3.2589 0.2212 -2.1772
N -1.0480 0.2772 0.8322
H -2.1521 -1.2790 0.0666
C -0.6215 -0.3276 2.1071

=====

Arrangement B

ORCA calculation (ωB97M-V with the def2-TZVPD basis set) on an isolated ion of composition C3H9N2 and charge +1.

Output
2S+1: 1
frontier orbital gap: 10.4124 eV
LUMO level: -0.133 hartree
SMILES string: C=C[NH2+]CN
net charge: +1

Atoms and positions in Å:
H 1.5362 2.5828 0.3629
C -0.4001 -1.2919 -0.4185
C 0.1937 0.9988 0.3485
H -0.5534 1.1996 -0.4376
H 1.3522 -0.8299 0.2180
C -1.7114 -1.1832 -0.5965
N 1.3985 1.6541 0.0082
H 0.2834 -0.8606 1.4843
H -2.2899 -0.3989 -0.1292
H 0.1460 -2.1610 -0.7588
H -2.1927 -1.9592 -1.1678
H -0.2203 1.3547 1.2836
H 2.0178 1.3970 -0.7391
N 0.4401 -0.5024 0.5418

=====

Arrangement C

ORCA calculation (ωB97M-V with the def2-TZVPD basis set) on a 2-piece molecular cluster, C3H9N2 overall.

Output
2S+1: 1
frontier orbital gap: 4.2120 eV
LUMO level: -0.300 hartree
net charge: +1

Atoms and positions in Å:
H -2.9518 -0.0358 -0.0481
N -3.8476 0.1339 0.3123
C -0.2220 -0.3544 -0.2385
H -0.5281 -1.0243 -1.0532
H 2.5344 -0.9221 0.8484
H 0.9813 2.0968 0.1921
H 1.6174 -2.0932 -0.2028
N 1.5903 1.2793 0.1683
H -4.2162 -0.4655 1.1054
H 2.4881 1.4071 -0.3490
H 2.9299 -0.9487 -0.8225
C 2.1197 -1.0307 -0.1389
C 1.0164 -0.0130 -0.0756
H -4.5387 0.4816 -0.3163

=====

Which one sits at the bottom of the stability order? arrangement C does.

=====

Arrangement A

ORCA calculation (ωB97M-V with the def2-TZVPD basis set) on a 2-piece molecular cluster, C3H9N2 overall.

Output
2S+1: 1
frontier orbital gap: 9.3499 eV
LUMO level: -0.171 hartree
net charge: +1

Atoms and positions in Å:
C -0.9008 -0.0681 1.6911
H -1.3652 0.9322 1.6325
H 0.6805 -1.4421 -1.4806
H 1.8783 0.3859 2.2089
H -1.2656 -0.9463 -1.1450
H -0.5500 -0.1527 2.7862
H 2.3188 0.4558 0.5789
H -1.7173 -0.8284 1.3118
H 0.7415 0.5919 -2.8576
C 1.3084 0.4130 1.2011
N -0.1063 0.3626 -2.3901
N 0.2155 0.0094 0.7136
H -0.9687 0.9920 -2.5578
C -0.2693 -0.7053 -1.6930

=====

Arrangement B

ORCA calculation (ωB97M-V with the def2-TZVPD basis set) on an isolated ion of composition C3H9N2 and charge +1.

Output
2S+1: 1
frontier orbital gap: 9.9262 eV
LUMO level: -0.147 hartree
SMILES string: [H]/N=C(/C)C[NH3+]
net charge: +1

Atoms and positions in Å:
H -2.0510 -0.8859 1.2251
C -1.8502 -0.7579 0.1620
C -0.8459 0.2922 -0.0400
H 1.9204 1.2903 -0.1935
H 0.7935 -1.4593 -0.1052
N 1.7959 0.3754 0.2571
H 2.7138 -0.0868 0.3061
C 0.7936 -0.4445 -0.4825
H -2.7845 -0.4521 -0.3069
H -1.5328 -1.7109 -0.2545
H 0.9395 -0.3945 -1.5518
H 1.4622 0.5359 1.2201
N -1.0241 1.5014 -0.0041
H -0.3305 2.1967 -0.2319

=====

Which one sits at the bottom of the stability order? arrangement A does.

=====

Arrangement A

ORCA calculation (ωB97M-V with the def2-TZVPD basis set) on a 7-piece molecular cluster, C5H24N2O7 overall.

Output
2S+1: 1
frontier orbital gap: 9.3333 eV
LUMO level: 0.017 hartree
SMILES string: CNC[C@@H](N)CC=O.O.O.O.O.O.O
net charge: 0

Atoms and positions in Å:
O 0.7156 -2.6822 -3.4889
H -0.7203 4.3005 0.9938
H 0.2934 2.0925 -1.8242
H 1.7572 -2.9809 -0.4989
C -0.5951 3.7324 0.0813
H 0.5485 -2.9037 -4.3828
O -3.1644 -0.8323 -0.9600
N -1.2156 0.2095 -2.5900
H -1.3972 3.7666 -0.5377
H 0.5818 -1.7803 -3.3305
O 1.4782 -2.4017 3.0653
H 1.8333 -2.8445 -1.9544
H -2.0245 1.1378 -0.9401
H 2.9703 -0.5672 1.4464
H -1.9675 2.7861 3.2192
H -1.4923 1.8469 2.2501
H -0.7989 -0.4742 0.8305
O 2.2514 -2.5068 -1.1890
O 3.0733 -1.4684 1.0956
H 1.6538 -3.3239 3.3286
H -0.0225 -1.4065 -0.4033
H 2.9704 -1.5856 0.0792
H 0.0060 0.7931 3.6380
H -2.2917 -2.5649 -0.1340
H 0.9389 0.7703 -0.7235
C 0.1042 1.4771 -0.9481
H -2.1234 -0.2693 -2.8387
H 0.7967 -0.4169 3.1763
O -2.1285 1.8892 2.9193
C -2.2664 -1.5115 -0.5004
H -1.1506 1.0006 -3.1630
C -0.9607 -0.8063 -0.2153
O 0.4937 0.4677 2.9057
H 0.9060 2.3374 0.8431
C -1.1461 0.4993 -1.1455
H 1.9292 -2.3041 2.1213
N -0.0673 2.3022 0.3180
H 0.2312 4.2221 -0.5434

=====

Arrangement B

ORCA calculation (ωB97M-V with the def2-TZVPD basis set) on a 7-piece molecular cluster, C5H24N2O7 overall.

Output
2S+1: 1
frontier orbital gap: 9.6479 eV
LUMO level: 0.013 hartree
SMILES string: CNC(=O)CN(C)C.O.O.O.O.O.O
net charge: 0

Atoms and positions in Å:
C -1.7655 0.7150 0.6514
H -0.2640 4.3256 0.3660
H -2.4333 -0.1300 0.6858
H 0.3584 2.8003 2.0147
C -0.1363 0.4141 -0.9511
H -1.4903 -1.9732 2.1075
O 2.7027 -0.8084 -2.1184
H 2.8295 -1.4654 1.3227
O -0.7801 3.7497 1.1272
C -2.2958 1.0577 -1.7280
H 0.2008 -3.0748 -2.5152
H 1.3476 2.2818 3.1018
O 0.2448 -3.5562 -1.7156
O 1.5295 2.1523 -0.4836
O -1.4874 -2.4617 -0.2715
C 1.9124 -1.1595 0.8225
H -3.2942 0.8596 -1.3415
H -2.4330 1.3851 1.3297
H 3.1743 -0.4977 -2.9234
C 1.0996 1.0225 -0.2847
H 2.1653 -1.7182 -0.1530
H 2.2512 0.9636 1.2652
H -2.2530 0.1641 -2.5170
H -1.6781 -3.3675 -0.3072
H -0.5497 -0.9932 2.6641
H -2.3098 2.0159 -2.2542
H 2.8531 -0.1323 -1.4337
N 2.0086 0.2960 0.5580
H 1.1527 -3.6334 -1.4535
H -0.9738 0.4434 1.4250
H -0.5594 -2.2433 -0.5097
H -0.7340 2.9390 0.6648
H 0.1886 0.3454 -2.1053
H -0.2007 -0.7121 -0.7320
O -0.9104 -1.7801 2.8380
N -1.2520 1.2275 -0.6901
O 0.8241 2.0228 2.2682
H 0.9575 -1.4744 1.2760

=====

Which one sits at the bottom of the stability order? arrangement B does.

=====

Arrangement A

ORCA calculation (ωB97M-V with the def2-TZVPD basis set) on a 2-piece molecular cluster, C2H4N2O2S overall.

Output
2S+1: 1
frontier orbital gap (spin up / spin down): 10.5636 / 5.2324 eV
LUMO level (spin up / spin down): 0.025 / -0.086 hartree
net charge: 0

Atoms and positions in Å:
C 0.0290 -0.5281 1.6614
O 1.5715 1.7992 -2.3354
N -0.4706 -1.5165 0.8766
H -0.3699 -0.6910 -0.9076
C -1.2468 -0.7869 1.8121
N -0.1122 -0.0113 -1.5877
H 0.6873 0.1971 1.9896
O 0.8990 1.6464 0.0629
S 1.2403 0.9392 -1.1614
H -2.2486 -0.6267 2.0641
H 0.0209 -0.4214 -2.4747

=====

Arrangement B

ORCA calculation (ωB97M-V with the def2-TZVPD basis set) on a 2-piece molecular cluster, C2H4N2O2S overall.

Output
2S+1: 1
frontier orbital gap: 10.1514 eV
LUMO level: 0.005 hartree
net charge: 0

Atoms and positions in Å:
S -0.1492 -0.3405 0.3079
H -1.7523 3.5844 0.1451
H 1.4422 -2.0910 -0.1785
N 1.4320 0.3893 0.2645
O 1.4575 1.5729 0.5672
C -2.6873 1.6077 0.1329
H -0.1123 -2.0608 -1.3942
O 2.3246 -0.3841 0.1100
H -0.0440 -2.9532 0.2073
C 0.3178 -2.0164 -0.2748
N -2.2289 2.6918 0.1126

=====

Which one sits at the bottom of the stability order? arrangement A does.

=====

Arrangement A

ORCA calculation (ωB97M-V with the def2-TZVPD basis set) on the molecule C2H6N6.

Output
2S+1: 1
frontier orbital gap: 9.4854 eV
LUMO level: 0.023 hartree
SMILES string: [H]/N=C1\NNN=N[C@@H]1N
net charge: 0

Atoms and positions in Å:
H 2.3574 -0.6077 0.1507
N -1.1076 0.0611 -1.7194
H 0.6195 1.6285 -0.2649
C 0.0067 -0.0995 0.8168
N -1.3479 -0.0129 0.6742
H 2.4444 0.0790 -1.3836
N 0.1139 0.1967 -1.6435
H -1.9737 -0.3960 1.3792
C 0.7518 0.5419 -0.3809
N -1.8940 0.2137 -0.6719
H -2.8275 -0.1541 -0.7966
H 0.0619 -1.0554 2.4807
N 2.1490 0.2305 -0.4076
N 0.6462 -0.6257 1.7669

=====

Arrangement B

ORCA calculation (ωB97M-V with the def2-TZVPD basis set) on the molecule C2H6N6.

Output
2S+1: 1
frontier orbital gap: 9.7579 eV
LUMO level: 0.031 hartree
SMILES string: [H]/N=c1\[nH][nH]/c(=N\[H])n1N
net charge: 0

Atoms and positions in Å:
H -1.2566 2.0336 0.0960
H 2.7672 0.4008 -1.1923
N -2.2013 -0.3682 0.8375
N 2.0908 -0.2552 -0.8646
H 0.9872 -2.2258 0.4452
N -0.5332 1.4589 0.5744
N -0.0578 -0.6372 -0.0862
N 0.5223 1.5781 -0.3552
N 0.2488 -2.0083 -0.2038
H -0.5518 -2.6043 0.0520
C -1.0908 0.0761 0.5167
H -2.9499 0.2337 1.1650
C 0.9620 0.2254 -0.5412
H 1.2899 1.9763 0.2661

=====

Which one sits at the bottom of the stability order? arrangement A does.

=====

Arrangement A

ORCA calculation (ωB97M-V with the def2-TZVPD basis set) on the molecule C2H6N6.

Output
2S+1: 1
frontier orbital gap: 8.9148 eV
LUMO level: 0.017 hartree
SMILES string: [H]/N=c1\ncn(N)n1N
net charge: 0

Atoms and positions in Å:
H -1.0037 -2.6138 0.1139
N 0.0295 0.3528 0.0093
H 0.3886 1.8007 -1.0202
C 1.2803 -0.2674 -0.0633
N -0.1162 1.7396 -0.0336
H 0.3756 2.1069 0.9544
H -2.2758 0.8391 -0.5805
C -0.3190 -1.7770 -0.1450
N -0.8301 -0.6229 -0.3988
H 3.2664 -0.3875 -0.0473
N 2.3938 0.2465 -0.0755
H -1.9942 0.3474 1.0100
N -2.1502 -0.1224 0.0911
N 0.9552 -1.6423 0.1856

=====

Arrangement B

ORCA calculation (ωB97M-V with the def2-TZVPD basis set) on the molecule C2H6N6.

Output
2S+1: 1
frontier orbital gap: 8.7542 eV
LUMO level: 0.029 hartree
SMILES string: [H]/N=c1/n(C)nnn1N
net charge: 0

Atoms and positions in Å:
H -2.0280 -1.5052 -1.6598
H -2.1366 0.4865 -0.3565
N 1.0107 -0.4205 0.4449
H 1.9528 -0.3052 2.2801
C -0.1944 -0.3434 -0.1546
N -0.1388 -1.2700 -1.1527
N 1.0764 -1.8512 -1.1178
H -1.0184 -1.1263 -2.9317
N 1.7429 -1.3464 -0.1925
H 2.1942 1.1011 1.2223
N -1.3773 0.6986 0.2907
H 0.6038 0.8417 1.9870
N -1.1036 -1.6488 -2.0587
C 1.4744 0.3520 1.5541

=====

Which one sits at the bottom of the stability order? arrangement A does.